1.
This record from the OMol25 dataset describes C2H3ClO2 in the gas phase in a non-equilibrium geometry. The level of theory is ωB97M-V/def2-TZVPD.

Summary:
Max |F| = 0.0882 hartree/bohr
Calculated total energy = -688.5989 Ha
HOMO level = -9.988 eV
Lowest unoccupied orbital energy = 0.63 eV
Orbital gap = 10.62 eV
Molecular weight = 94.50 g mol⁻¹
Structure (SMILES) = O[C@@]1(Cl)CO1
2S+1 = 1
Relative energy (zero: lowest compared OMol25 entry of this formula, charge and spin) = 223.81 kJ/mol

Each line ends with the natural charge from an NBO analysis.
Geometry (Å):
C: -0.805 -0.277 0.807  -0.156
C: 0.243 -0.002 -0.466  0.462
O: -0.820 0.796 -0.199  -0.499
O: 1.554 0.310 -0.046  -0.695
Cl: -0.056 -0.918 -1.926  -0.023
H: -1.665 -0.966 0.580  0.206
H: -0.438 0.006 1.846  0.212
H: 1.987 1.052 -0.595  0.491

---

2.
This record from the OMol25 dataset describes C2H3ClO2S in the gas phase in a non-equilibrium geometry. The level of theory is ωB97M-V/def2-TZVPD.

Summary:
Max |F| = 0.0545 hartree/bohr
Calculated total energy = -1086.8009 Ha
HOMO level = -11.357 eV
Lowest unoccupied orbital energy = -0.38 eV
Orbital gap = 10.98 eV
Molecular weight = 126.56 g mol⁻¹
Structure (SMILES) = C=CS(=O)(=O)Cl
2S+1 = 1
Relative energy (zero: lowest compared OMol25 entry of this formula, charge and spin) = 130.90 kJ/mol

Each line ends with the natural charge from an NBO analysis.
Geometry (Å):
C: 1.415 -0.147 -0.366  -0.328
C: 0.502 -0.163 0.552  -0.488
O: -0.985 0.953 -1.372  -0.872
O: -1.806 1.202 0.934  -0.869
S: -1.070 0.449 -0.008  2.094
Cl: -1.950 -1.521 0.136  -0.293
H: 2.476 -0.528 -0.246  0.241
H: 0.960 0.360 -1.212  0.250
H: 0.459 -0.605 1.583  0.264

---

3.
This record from the OMol25 dataset describes C2H3ClO2S in the gas phase in a non-equilibrium geometry. The level of theory is ωB97M-V/def2-TZVPD.

Summary:
Max |F| = 0.0820 hartree/bohr
Calculated total energy = -1086.7816 Ha
HOMO level = -9.287 eV
Lowest unoccupied orbital energy = -0.15 eV
Orbital gap = 9.14 eV
Molecular weight = 126.56 g mol⁻¹
Structure (SMILES) = O=C(Cl)CSO
2S+1 = 1
Relative energy (zero: lowest compared OMol25 entry of this formula, charge and spin) = 181.49 kJ/mol

Each line ends with the natural charge from an NBO analysis.
Geometry (Å):
C: 0.265 -0.129 -0.120  -0.602
C: 1.739 -0.669 0.058  0.552
O: -2.515 0.690 0.521  -0.883
O: 2.110 -1.792 0.070  -0.476
S: -1.679 -0.702 0.504  0.517
Cl: 2.891 0.704 0.133  -0.076
H: 0.286 1.005 0.065  0.242
H: 0.078 -0.112 -1.102  0.217
H: -3.175 1.004 -0.128  0.508

---

4.
This record from the OMol25 dataset describes C2H3ClS in the gas phase in a non-equilibrium geometry. The level of theory is ωB97M-V/def2-TZVPD.

Summary:
Max |F| = 0.1324 hartree/bohr
Calculated total energy = -936.3185 Ha
HOMO level = -9.382 eV
Lowest unoccupied orbital energy = 0.82 eV
Orbital gap = 10.20 eV
Molecular weight = 94.57 g mol⁻¹
Structure (SMILES) = Cl[C@@H]1CS1
2S+1 = 1
Relative energy (zero: lowest compared OMol25 entry of this formula, charge and spin) = 100.53 kJ/mol

Each line ends with the natural charge from an NBO analysis.
Geometry (Å):
C: -0.718 0.095 -0.209  -0.425
C: 0.604 -0.309 0.105  -0.350
S: -0.327 -0.221 1.590  0.135
Cl: 1.914 0.838 -0.355  -0.047
H: -0.901 1.392 -0.410  0.245
H: -1.438 -0.574 -0.465  0.223
H: 0.866 -1.222 -0.255  0.219

---

5.
This record from the OMol25 dataset describes C2H3ClSi in the gas phase in a non-equilibrium geometry. The level of theory is ωB97M-V/def2-TZVPD.

Summary:
Max |F| = 0.0761 hartree/bohr
Calculated total energy = -827.6402 Ha
HOMO level = -10.465 eV
Lowest unoccupied orbital energy = 0.60 eV
Orbital gap = 11.06 eV
Molecular weight = 90.58 g mol⁻¹
Structure (SMILES) = C#C[SiH2]Cl
2S+1 = 1
Relative energy (zero: lowest compared OMol25 entry of this formula, charge and spin) = 58.69 kJ/mol

Each line ends with the natural charge from an NBO analysis.
Geometry (Å):
C: -0.304 -1.937 0.059  -0.188
C: -0.104 -0.747 0.120  -0.472
Si: 0.108 1.090 -0.166  1.055
Cl: 1.958 1.709 0.403  -0.334
H: -0.236 -2.908 0.439  0.229
H: -1.253 1.679 0.697  -0.127
H: -0.168 1.115 -1.551  -0.163

---

6.
This record from the OMol25 dataset describes a molecular structure, C2H3DyLiO2 in a non-equilibrium geometry. The level of theory is ωB97M-V/def2-TZVPD.

Summary:
Max |F| = 0.0440 hartree/bohr
Calculated total energy = -1119.8048 Ha
HOMO level (spin up / spin down) = -24.904 / -23.952 eV
Lowest unoccupied orbital energy (spin up / spin down) = -13.91 / -15.28 eV
Charge = +3
Orbital gap (spin up / spin down) = 11.00 / 8.67 eV
Molecular weight = 228.49 g mol⁻¹
<S²> = 9.402
2S+1 = 6

Each line ends with the Löwdin spin population.
Geometry (Å):
O: -1.993 1.292 -0.541  0.001
C: -1.377 0.569 0.049  0.005
C: -0.725 -0.544 0.812  0.000
O: 0.384 -1.005 0.163  -0.045
Dy: 2.589 -0.111 0.156  4.699
H: -1.538 -1.284 0.941  0.000
H: -0.528 -0.090 1.804  0.000
Li: 0.195 -2.680 -0.710  -0.007
H: 1.857 1.715 -0.154  0.346

---

7.
This record from the OMol25 dataset describes C2H3F2I in the gas phase in a non-equilibrium geometry. The level of theory is ωB97M-V/def2-TZVPD.

Summary:
Max |F| = 0.1230 hartree/bohr
Calculated total energy = -575.3900 Ha
HOMO level = -10.074 eV
Lowest unoccupied orbital energy = 0.46 eV
Orbital gap = 10.53 eV
Molecular weight = 191.95 g mol⁻¹
Structure (SMILES) = CC(F)(F)I
2S+1 = 1
Relative energy (zero: lowest compared OMol25 entry of this formula, charge and spin) = 96.21 kJ/mol

Each line ends with the natural charge from an NBO analysis.
Geometry (Å):
C: 0.886 0.361 0.090  -0.628
C: -0.708 -0.456 -0.101  0.548
F: -0.657 -1.221 1.062  -0.367
F: -0.762 -1.149 -1.209  -0.320
I: -2.303 0.839 0.034  0.125
H: 0.844 1.131 -0.687  0.206
H: 0.997 0.754 1.054  0.218
H: 1.703 -0.258 -0.242  0.218

---

8.
This record from the OMol25 dataset describes 2 unconnected molecules or ions with the total composition C2H3F2N in a non-equilibrium geometry. The level of theory is ωB97M-V/def2-TZVPD.

Summary:
Max |F| = 0.0445 hartree/bohr
Calculated total energy = -332.1981 Ha
HOMO level (spin up / spin down) = -11.877 / -9.146 eV
Lowest unoccupied orbital energy (spin up / spin down) = -1.89 / -2.96 eV
Orbital gap (spin up / spin down) = 9.99 / 6.19 eV
Molecular weight = 79.05 g mol⁻¹
2S+1 = 1
Relative energy (zero: lowest compared OMol25 entry of this formula, charge and spin) = 681.93 kJ/mol

Each line ends with the natural charge from an NBO analysis.
Geometry (Å):
C: -0.549 0.532 0.530  -0.302
C: -0.076 -0.660 -0.174  0.185
N: 0.829 0.259 0.083  0.016
F: -0.320 -0.490 -2.834  -0.441
F: 1.802 0.007 1.036  -0.209
H: -0.920 1.502 0.243  0.245
H: -0.543 0.539 1.635  0.222
H: -0.224 -1.689 -0.519  0.283

---

9.
This record from the OMol25 dataset describes C2H3F2NO in the gas phase in a non-equilibrium geometry. The level of theory is ωB97M-V/def2-TZVPD.

Summary:
Max |F| = 0.0666 hartree/bohr
Calculated total energy = -407.7075 Ha
HOMO level = -10.491 eV
Lowest unoccupied orbital energy = 0.89 eV
Orbital gap = 11.38 eV
Molecular weight = 95.05 g mol⁻¹
Structure (SMILES) = [H]/N=C/OC(F)F
2S+1 = 1
Relative energy (zero: lowest compared OMol25 entry of this formula, charge and spin) = 128.28 kJ/mol

Each line ends with the natural charge from an NBO analysis.
Geometry (Å):
C: -0.450 -0.065 0.178  0.418
C: 1.949 0.275 -0.255  0.803
N: -0.550 -1.158 0.803  -0.675
O: 0.625 0.534 -0.478  -0.530
F: 2.317 -0.957 -0.579  -0.325
F: 2.260 0.339 1.041  -0.333
H: -1.244 0.595 -0.101  0.144
H: 2.436 0.983 -0.786  0.120
H: -1.377 -1.412 1.294  0.377

---

10.
This record from the OMol25 dataset describes C2H3F2NO5S in the gas phase in a non-equilibrium geometry. The level of theory is ωB97M-V/def2-TZVPD.

Summary:
Max |F| = 0.0741 hartree/bohr
Calculated total energy = -1106.6799 Ha
HOMO level = -11.787 eV
Lowest unoccupied orbital energy = 0.40 eV
Orbital gap = 12.18 eV
Molecular weight = 191.11 g mol⁻¹
Structure (SMILES) = COC(=O)OS(=O)(=O)N(F)F
2S+1 = 1
Relative energy (zero: lowest compared OMol25 entry of this formula, charge and spin) = 38.12 kJ/mol

Each line ends with the natural charge from an NBO analysis.
Geometry (Å):
C: 0.513 0.981 0.118  1.001
C: 2.756 -0.016 -0.026  -0.254
N: -2.465 -0.100 0.931  0.137
O: -1.465 -2.106 -0.426  -0.874
O: -0.197 1.894 0.291  -0.546
O: -1.939 -0.151 -1.754  -0.835
O: -0.050 -0.329 0.065  -0.748
O: 1.787 1.087 -0.179  -0.489
F: -2.952 1.114 0.574  -0.183
F: -3.443 -0.964 0.858  -0.176
S: -1.551 -0.687 -0.470  2.345
H: 2.149 -0.905 0.161  0.213
H: 3.339 0.241 0.796  0.194
H: 3.517 -0.059 -0.938  0.214

---

11.
This record from the OMol25 dataset describes a molecular structure, C2H3F2NOS in a non-equilibrium geometry. The level of theory is ωB97M-V/def2-TZVPD.

Summary:
Max |F| = 0.0876 hartree/bohr
Calculated total energy = -805.7667 Ha
HOMO level = -8.702 eV
Lowest unoccupied orbital energy = -0.15 eV
Orbital gap = 8.55 eV
Molecular weight = 127.12 g mol⁻¹
2S+1 = 1
Relative energy (zero: lowest compared OMol25 entry of this formula, charge and spin) = 401.40 kJ/mol

Each line ends with the natural charge from an NBO analysis.
Geometry (Å):
C: 0.445 -0.386 0.149  -0.039
C: -0.438 0.878 0.342  0.526
H: -2.186 -0.116 -0.191  0.536
H: -0.300 -2.417 -0.252  0.427
H: -0.828 0.977 1.402  0.183
N: -0.404 -1.398 -0.070  -0.277
O: -1.820 -1.329 0.266  -0.656
F: 0.286 1.922 0.129  -0.268
F: -1.660 0.854 -0.548  -0.337
S: 2.064 -0.373 -0.111  -0.094

---

12.
This record from the OMol25 dataset describes 2 unconnected molecules or ions with the total composition C2H3F2O2S in a non-equilibrium geometry. The level of theory is ωB97M-V/def2-TZVPD.

Summary:
Max |F| = 0.0899 hartree/bohr
Calculated total energy = -826.3788 Ha
HOMO level = -4.280 eV
Lowest unoccupied orbital energy = 4.02 eV
Charge = -1
Orbital gap = 8.30 eV
Molecular weight = 129.11 g mol⁻¹
2S+1 = 1
Relative energy (zero: lowest compared OMol25 entry of this formula, charge and spin) = 163.87 kJ/mol

Each line ends with the natural charge from an NBO analysis.
Geometry (Å):
C: 0.643 0.693 -0.424  -0.740
C: -0.099 -0.617 -0.450  0.536
O: -2.009 0.402 0.839  -1.017
O: -0.150 -0.374 2.293  -1.018
F: -0.851 -0.580 -1.541  -0.338
F: 1.224 -2.017 -0.760  -0.610
S: -1.177 -0.731 1.212  1.484
H: 1.135 0.950 0.541  0.249
H: -0.104 1.508 -0.636  0.241
H: 1.387 0.768 -1.072  0.215